[1]
Density functional theory data (the ωB97M-V functional and the def2-TZVPD basis) for a structure of composition C12H24ClIMgO8 at a distorted geometry.

Summary:
HOMO in eV: -7.040
Largest force on an atom in eV Å⁻¹: 6.4
Gap between HOMO and LUMO in eV: 7.08

```
! RIJCOSX wB97M-V def2-TZVPD def2/J DEFGRID3
* xyz 0 1
C 1.52 1.53 0.67
O -2.01 1.18 0.88
H -2.48 2.81 -3.17
C 0.76 -3.24 1.98
H -3.86 -2.62 1.02
O 2.18 -3.05 1.81
H 3.21 1.28 1.94
H -4.04 1.45 0.59
C -2.44 0.32 -3.24
C 1.08 2.95 0.56
H -2.21 -2.71 0.20
H 4.17 -0.15 0.39
H -2.45 -2.37 1.96
C -1.76 -0.13 0.69
O -0.62 -0.58 0.47
Cl -0.43 -2.75 -1.81
O 4.03 -2.15 0.98
C -2.85 -2.24 0.95
H -1.43 2.88 -1.70
O -0.32 0.56 -2.13
C 2.69 -2.41 0.69
C 4.60 -1.14 0.22
H -2.35 -0.02 -4.28
H 0.75 3.43 1.49
O -2.91 -0.87 0.77
H -2.71 -0.50 -2.58
C 2.13 1.16 1.97
H 0.37 -2.31 2.41
H 0.27 2.96 -0.17
H -3.42 1.25 2.27
O 1.61 0.75 -0.30
Mg 0.87 -0.93 -1.43
C -1.51 2.57 -2.74
H 0.61 -4.05 2.69
H 5.66 -1.08 0.46
H 4.64 -1.44 -0.82
H -3.14 2.78 1.50
H 1.69 0.20 2.24
C -3.25 1.71 1.30
H 1.83 1.92 2.69
H -3.29 0.99 -3.10
H 1.93 3.60 0.36
H 0.19 -3.28 1.05
O 2.03 -1.92 -0.27
I 2.63 -0.47 -3.36
C -1.29 1.11 -2.74
H -0.70 3.03 -3.31
*
```

---

[2]
Density functional theory data (the ωB97M-V functional and the def2-TZVPD basis) for a structure of composition C2H7O3Tl at a distorted geometry.

Summary:
HOMO in eV: -19.775
Largest force on an atom in eV Å⁻¹: 1.4
Gap between HOMO and LUMO in eV: 4.67

```
! RIJCOSX wB97M-V def2-TZVPD def2/J DEFGRID3
* xyz 2 1
H -1.85 0.37 0.72
Tl 0.83 2.66 -0.22
O 2.66 0.67 -0.70
H -1.35 0.47 -1.95
H 0.51 -1.18 -0.49
C -1.37 -0.18 -0.10
H -0.31 -1.71 1.03
C -0.05 -0.87 0.40
O 0.70 0.11 1.04
H 0.79 -0.06 2.00
H 2.65 -0.19 -0.22
H -2.13 -0.89 -0.44
O -1.08 0.80 -1.07
*
```